[1]
This record from OMol25 describes C29H63Ca3N2O15P2 as an isolated structure. The level of theory is ωB97M-V/def2-TZVPD.

Each line ends with the Löwdin charge.
Element x y z (Å)
Ca1 2.612 -0.661 -1.638  1.297
Ca2 -1.959 -0.437 1.253  1.461
Ca3 -0.777 -2.137 -1.782  1.410
P1 0.398 0.108 -0.169  -0.019
O1 0.800 -1.356 -0.480  -0.606
O2 -1.046 -0.145 -0.751  -0.618
O3 1.348 0.977 -0.978  -0.441
O4 0.128 0.402 1.318  -0.437
P2 2.260 -2.633 -3.501  -0.042
O5 0.770 -2.991 -3.081  -0.592
O6 2.788 -2.826 -2.034  -0.577
O7 2.612 -1.136 -3.698  -0.559
O8 2.765 -3.856 -4.270  -0.436
O9 -4.937 -3.090 -0.358  0.115
C1 -3.934 -2.294 0.090  -0.789
O10 -4.053 -1.596 1.131  -0.110
O11 -2.804 -2.309 -0.418  -0.125
H1 -5.703 -2.855 0.184  0.114
C2 -1.187 -4.338 3.634  -0.159
C3 0.215 -4.074 3.088  -0.132
C4 0.067 -2.698 2.411  -0.173
O12 -1.319 -2.349 2.434  -0.268
C5 -2.114 -3.473 2.774  -0.185
H2 -1.171 -4.015 4.681  0.107
H3 -1.416 -5.404 3.639  0.110
H4 0.355 -4.762 2.252  0.117
H5 1.013 -4.114 3.821  0.110
H6 0.436 -2.742 1.383  0.105
H7 0.642 -1.886 2.863  0.111
H8 -2.387 -4.035 1.872  0.127
H9 -3.052 -3.232 3.269  0.117
C6 -1.232 0.606 5.688  -0.138
C7 -2.733 0.320 5.860  -0.146
C8 -3.250 -0.090 4.461  -0.173
O13 -2.141 -0.006 3.579  -0.253
C9 -1.136 0.808 4.192  -0.193
H10 -0.665 -0.280 5.971  0.114
H11 -0.967 1.452 6.315  0.112
H12 -3.226 1.258 6.121  0.107
H13 -2.883 -0.491 6.570  0.107
H14 -4.130 0.478 4.147  0.116
H15 -3.574 -1.131 4.551  0.115
H16 -1.155 1.815 3.754  0.126
H17 -0.145 0.530 3.817  0.112
C10 -2.907 3.965 1.293  -0.132
C11 -4.295 3.435 1.720  -0.148
C12 -4.316 2.009 1.209  -0.177
O14 -2.953 1.584 1.250  -0.298
C13 -2.124 2.696 0.876  -0.182
H18 -2.396 4.400 2.149  0.104
H19 -2.933 4.639 0.439  0.108
H20 -5.151 4.066 1.487  0.111
H21 -4.257 3.440 2.813  0.106
H22 -4.577 1.853 0.158  0.133
H23 -4.979 1.427 1.849  0.121
H24 -1.909 2.703 -0.200  0.125
H25 -1.102 2.640 1.251  0.109
C14 3.844 4.992 -1.396  -0.156
C15 2.479 4.365 -1.658  -0.170
C16 1.865 4.175 -0.278  -0.190
O15 2.412 5.296 0.434  -0.156
C17 3.746 5.571 0.026  -0.203
H26 4.017 5.779 -2.127  0.104
H27 4.579 4.187 -1.424  0.097
H28 2.584 3.479 -2.276  0.106
H29 1.756 5.059 -2.098  0.111
H30 2.175 3.202 0.120  0.100
H31 0.784 4.270 -0.242  0.114
H32 4.448 5.120 0.734  0.109
H33 3.956 6.641 0.052  0.108
C18 6.846 -0.808 0.664  -0.081
C19 5.666 -1.203 -0.222  -0.233
N1 4.532 -0.285 -0.291  -0.295
C20 4.848 0.953 -1.025  -0.250
C21 5.268 0.650 -2.514  -0.055
C22 3.958 0.098 1.017  -0.242
C23 3.463 -1.110 1.809  -0.068
H34 6.691 -1.014 1.734  0.064
H35 7.150 0.239 0.678  0.063
H36 7.670 -1.506 0.498  0.072
H37 5.987 -1.455 -1.231  0.116
H38 5.223 -2.148 0.101  0.118
H39 4.024 1.672 -1.014  0.090
H40 5.672 1.439 -0.481  0.104
H41 5.148 1.497 -3.188  0.072
H42 6.335 0.422 -2.546  0.069
H43 4.749 -0.229 -2.908  0.055
H44 3.045 0.688 0.884  0.089
H45 4.617 0.804 1.541  0.119
H46 3.060 -0.778 2.772  0.075
H47 4.249 -1.830 2.048  0.067
H48 2.635 -1.648 1.349  0.062
C24 -3.363 -3.689 -3.819  -0.080
C25 -3.717 -2.227 -3.784  -0.272
N2 -2.582 -1.322 -3.532  -0.240
C26 -3.155 -0.010 -3.151  -0.242
C27 -3.897 0.718 -4.290  -0.081
C28 -1.642 -1.303 -4.661  -0.261
C29 -0.489 -0.313 -4.506  -0.071
H49 -4.244 -4.305 -4.015  0.075
H50 -2.883 -3.961 -2.876  0.069
H51 -2.685 -3.988 -4.622  0.078
H52 -4.060 -1.935 -4.790  0.105
H53 -4.524 -2.120 -3.059  0.112
H54 -3.800 -0.063 -2.276  0.108
H55 -2.282 0.591 -2.890  0.092
H56 -4.739 0.115 -4.629  0.059
H57 -4.328 1.641 -3.890  0.067
H58 -3.245 1.008 -5.112  0.065
H59 -2.225 -1.245 -5.597  0.116
H60 -1.190 -2.291 -4.797  0.100
H61 -0.867 0.651 -4.876  0.069
H62 0.365 -0.518 -5.146  0.079
H63 -0.140 -0.190 -3.484  0.052

As for the relative energy (zero: lowest compared OMol25 entry of this formula, charge and spin): 0.2180 eV. As for the largest force on an atom: 6.68 eV Å⁻¹. Its HOMO-LUMO gap is 4.2 eV. As for the total charge: -1.

***

[2]
This record from OMol25 describes C43H45As2O11P2PbS2 as an isolated structure. The level of theory is ωB97M-V/def2-TZVPD.

Each line ends with the Löwdin charge.
Element x y z (Å)
Pb1 0.756 -0.893 -0.696  1.083
S1 3.503 -1.174 -0.371  0.211
P1 3.415 0.697 -1.213  0.431
C1 1.783 1.175 -1.211  -0.765
P2 1.210 2.292 -0.060  0.302
S2 1.410 1.845 1.847  0.248
C2 1.770 4.015 -0.376  -0.317
C3 2.240 4.798 0.666  -0.114
C4 2.626 6.119 0.456  -0.091
C5 2.557 6.642 -0.833  -0.102
C6 2.189 5.831 -1.903  -0.094
C7 1.785 4.531 -1.678  -0.086
C8 -0.597 2.511 -0.400  -0.317
C9 -1.108 2.477 -1.697  -0.098
C10 -2.417 2.886 -1.939  -0.114
C11 -3.188 3.383 -0.937  -0.102
C12 -2.696 3.411 0.387  -0.083
C13 -1.431 2.973 0.639  -0.124
C14 4.631 1.839 -0.425  -0.337
C15 4.922 1.618 0.891  -0.135
C16 5.827 2.445 1.542  -0.078
C17 6.382 3.527 0.869  -0.099
C18 6.029 3.779 -0.442  -0.095
C19 5.170 2.923 -1.116  -0.078
C20 3.985 0.586 -2.972  -0.345
C21 3.106 0.920 -3.994  -0.093
C22 3.430 0.712 -5.320  -0.081
C23 4.708 0.268 -5.655  -0.089
C24 5.639 -0.014 -4.634  -0.072
C25 5.267 0.165 -3.272  -0.093
H1 2.253 4.371 1.701  0.069
H2 2.900 6.772 1.278  0.096
H3 2.796 7.687 -0.989  0.092
H4 2.125 6.209 -2.923  0.100
H5 1.442 3.907 -2.464  0.089
H6 -0.461 2.084 -2.503  0.105
H7 -2.800 2.784 -2.984  0.116
H8 -4.229 3.709 -1.126  0.105
H9 -3.272 3.718 1.259  0.102
H10 -1.002 3.003 1.622  0.038
H11 4.477 0.793 1.467  0.079
H12 6.031 2.292 2.591  0.099
H13 7.104 4.155 1.393  0.100
H14 6.432 4.673 -0.932  0.105
H15 4.893 3.128 -2.147  0.112
H16 2.055 1.114 -3.739  0.092
H17 2.697 0.932 -6.070  0.096
H18 5.049 0.108 -6.649  0.082
H19 6.622 -0.410 -4.860  0.090
H20 5.956 -0.026 -2.450  0.105
C26 -0.363 -4.624 -2.004  -0.021
C27 0.739 -3.880 -2.706  -0.556
C28 1.294 -4.729 -3.833  -0.030
O1 1.722 -3.691 -1.695  -0.107
C29 0.178 -2.535 -3.345  -0.632
O2 -0.507 -2.704 -4.343  0.035
O3 0.495 -1.393 -2.870  -0.235
H21 0.098 -5.533 -1.666  0.082
H22 -1.208 -4.891 -2.644  0.102
H23 -0.647 -4.049 -1.133  0.059
H24 1.718 -5.645 -3.449  0.081
H25 2.118 -4.206 -4.328  0.093
H26 0.529 -4.920 -4.577  0.084
H27 2.573 -3.332 -2.038  0.078
C30 -2.036 -3.324 5.685  -0.035
O4 -1.999 -4.513 4.861  -0.029
C31 -2.495 -4.431 3.592  -0.528
O5 -2.624 -5.466 2.997  0.117
C32 -2.870 -3.097 2.999  -0.286
C33 -4.096 -2.593 3.091  -0.290
As1 -4.641 -0.698 2.747  1.364
C34 -6.372 -0.855 1.751  -0.280
C35 -3.313 -0.568 1.318  -0.302
C36 -2.138 -0.621 2.008  -0.342
As2 -1.417 -2.431 1.774  1.299
C37 0.184 -2.554 2.957  -0.260
C38 -1.904 0.168 3.295  -0.569
O6 -1.411 -0.251 4.311  0.077
O7 -2.165 1.481 3.058  -0.112
C39 -1.793 2.318 4.162  -0.046
C40 -3.486 -1.225 -0.064  -0.582
O8 -4.315 -2.033 -0.320  0.096
O9 -2.643 -0.699 -0.961  -0.101
C41 -2.689 -1.248 -2.292  -0.024
C42 -5.183 -3.306 3.895  -0.520
O10 -5.278 -3.162 5.088  0.106
O11 -6.105 -4.049 3.249  -0.024
C43 -6.035 -4.367 1.864  -0.041
H28 -3.089 -3.029 5.848  0.088
H29 -1.449 -2.522 5.306  0.041
H30 -1.561 -3.647 6.641  0.107
H31 -7.005 -1.435 2.437  0.022
H32 -6.281 -1.322 0.796  -0.006
H33 -6.819 0.137 1.639  0.020
H34 0.437 -3.621 2.949  0.034
H35 0.098 -2.124 3.950  0.012
H36 0.989 -2.066 2.420  0.000
H37 -1.844 3.333 3.807  0.087
H38 -0.768 2.116 4.468  0.087
H39 -2.441 2.045 5.000  0.100
H40 -1.882 -0.741 -2.821  0.079
H41 -3.703 -1.082 -2.750  0.117
H42 -2.503 -2.322 -2.235  0.091
H43 -6.963 -4.843 1.630  0.086
H44 -5.183 -5.025 1.611  0.107
H45 -5.921 -3.485 1.238  0.061

As for the largest force on an atom: 2.24 eV Å⁻¹. Its HOMO-LUMO gap is 6.2 eV. As for the total charge: -1.

***

[3]
This record from OMol25 describes a single C3H7N3O2 molecule. The level of theory is ωB97M-V/def2-TZVPD.

Each line ends with the Löwdin charge.
Element x y z (Å)
N1 -1.645 0.141 -1.177  0.127
C1 -0.896 -1.020 -0.853  -0.483
O1 -1.265 -2.163 -1.080  0.048
C2 0.273 -0.605 -0.081  -0.242
N2 1.518 -1.214 -0.305  0.078
C3 0.082 0.583 0.606  -0.405
N3 1.100 1.475 0.838  0.124
O2 -1.001 0.800 1.414  0.062
H1 -1.240 0.965 -1.601  0.101
H2 -2.632 0.004 -1.352  0.101
H3 1.404 -2.029 -0.909  0.092
H4 1.965 -1.478 0.566  0.087
H5 1.960 1.203 0.370  0.098
H6 1.293 1.629 1.823  0.101
H7 -0.915 1.710 1.740  0.111

The SMILES is NC(=O)/C(N)=C(/N)O. As for the relative energy (zero: lowest compared OMol25 entry of this formula, charge and spin): 2.2493 eV. As for the largest force on an atom: 2.01 eV Å⁻¹. Its HOMO-LUMO gap is 8.0 eV.

***

[4]
This record from OMol25 describes a 2-piece molecular cluster, C3H11N overall. The level of theory is ωB97M-V/def2-TZVPD.

Each line ends with the Löwdin charge.
Element x y z (Å)
C1 -0.565 0.796 0.281  -0.130
C2 -1.104 0.599 1.712  -0.314
C3 -0.873 -0.845 2.228  -0.118
H1 -1.190 0.220 -0.415  0.070
H2 -0.523 1.849 0.024  0.063
H3 0.395 0.287 0.192  0.059
H4 -0.569 1.336 2.317  0.091
H5 -2.171 0.801 1.797  0.091
H6 -1.765 -1.419 1.967  0.066
H7 -0.723 -0.838 3.304  0.063
H8 -0.056 -1.325 1.694  0.060
N1 2.456 -0.532 -3.886  0.009
H9 2.540 0.344 -4.356  -0.010
H10 1.504 -0.845 -3.968  -0.004
H11 2.645 -0.427 -2.891  0.005

The SMILES is CCC.N. As for the relative energy (zero: lowest compared OMol25 entry of this formula, charge and spin): 0.1231 eV. As for the largest force on an atom: 1.44 eV Å⁻¹. Its HOMO-LUMO gap is 11.0 eV.

***

[5]
This record from OMol25 describes C46H34CsF3N12O as an isolated structure. The level of theory is ωB97M-V/def2-TZVPD.

Each line ends with the Löwdin charge.
Element x y z (Å)
Cs1 1.218 -1.380 -0.287  0.899
N1 4.718 1.468 2.522  0.114
C1 3.835 0.695 1.849  -0.167
N2 3.854 0.450 0.588  0.104
C2 4.846 1.062 -0.183  -0.293
N3 4.881 1.021 -1.462  0.067
N4 3.802 0.429 -2.103  0.047
C3 4.135 -0.502 -2.896  -0.131
C4 3.139 -1.164 -3.771  -0.280
C5 3.572 -1.719 -4.970  -0.027
C6 2.659 -2.396 -5.763  -0.059
C7 1.354 -2.513 -5.322  -0.043
C8 1.010 -1.923 -4.113  -0.122
N5 1.873 -1.254 -3.356  0.040
C9 5.930 1.797 0.504  -0.085
C10 7.040 2.307 -0.169  -0.015
C11 8.014 3.006 0.514  -0.077
C12 7.895 3.206 1.890  -0.079
C13 6.808 2.705 2.575  -0.022
C14 5.831 2.001 1.876  -0.186
H1 4.627 1.554 3.520  0.150
H2 3.068 0.223 2.456  0.094
H3 5.165 -0.850 -2.991  0.118
H4 4.608 -1.620 -5.270  0.111
H5 2.969 -2.837 -6.702  0.108
H6 0.611 -3.063 -5.883  0.109
H7 0.001 -2.011 -3.722  0.114
H8 7.110 2.144 -1.236  0.111
H9 8.871 3.399 -0.016  0.103
H10 8.659 3.753 2.426  0.105
H11 6.709 2.854 3.644  0.112
C15 6.919 -4.164 -0.689  -0.077
C16 5.865 -3.498 -1.294  -0.070
C17 4.797 -3.052 -0.528  -0.024
C18 4.778 -3.298 0.837  -0.239
C19 5.835 -3.965 1.450  -0.025
C20 6.905 -4.390 0.683  -0.076
N6 3.606 -2.859 1.544  0.068
N7 3.628 -3.109 2.753  0.081
C21 2.463 -2.677 3.475  -0.305
C22 2.074 -3.489 4.530  0.000
C23 0.996 -3.086 5.297  -0.050
C24 0.385 -1.875 5.007  -0.061
C25 0.864 -1.133 3.940  -0.153
N8 1.875 -1.530 3.167  0.091
H12 7.752 -4.513 -1.286  0.104
H13 5.868 -3.326 -2.363  0.101
H14 3.974 -2.532 -0.998  0.061
H15 5.804 -4.152 2.514  0.103
H16 7.728 -4.912 1.152  0.104
H17 2.610 -4.408 4.720  0.115
H18 0.647 -3.699 6.118  0.112
H19 -0.447 -1.507 5.592  0.107
H20 0.407 -0.184 3.681  0.114
C26 -12.293 4.596 0.244  -0.082
O1 -11.311 4.795 -0.756  -0.077
C27 -10.108 4.191 -0.585  -0.282
C28 -9.162 4.424 -1.585  0.009
C29 -7.915 3.848 -1.506  -0.014
C30 -7.573 3.027 -0.427  -0.156
C31 -8.519 2.808 0.562  -0.027
C32 -9.784 3.380 0.495  -0.017
C33 -6.238 2.422 -0.393  -0.266
N9 -5.313 2.593 -1.307  0.189
C34 -4.247 1.836 -0.886  -0.170
C35 -4.529 1.207 0.297  -0.130
N10 -5.813 1.590 0.609  0.180
C36 -3.622 0.321 0.955  -0.075
C37 -3.911 -0.396 2.123  -0.005
C38 -2.982 -1.275 2.619  -0.036
C39 -1.761 -1.398 1.948  -0.149
N11 -1.458 -0.711 0.867  0.031
C40 -2.372 0.117 0.338  -0.135
C41 -2.041 0.802 -0.924  -0.141
N12 -0.831 0.577 -1.469  0.045
C42 -0.544 1.138 -2.626  -0.136
C43 -1.430 1.973 -3.319  -0.041
C44 -2.658 2.232 -2.766  0.003
C45 -2.984 1.641 -1.540  -0.079
H21 -13.161 5.170 -0.068  0.092
H22 -11.949 4.958 1.216  0.095
H23 -12.568 3.541 0.324  0.095
H24 -9.434 5.058 -2.417  0.122
H25 -7.180 4.020 -2.280  0.113
H26 -8.298 2.178 1.415  0.104
H27 -10.497 3.182 1.282  0.102
H28 -6.353 1.301 1.404  0.143
H29 -4.869 -0.278 2.615  0.111
H30 -3.183 -1.875 3.495  0.107
H31 -1.014 -2.100 2.299  0.093
H32 0.441 0.924 -3.027  0.093
H33 -1.136 2.401 -4.268  0.105
H34 -3.382 2.872 -3.251  0.117
F1 -0.521 -4.122 0.479  -0.205
C46 -0.803 -4.584 -0.856  -0.365
F2 0.513 -4.478 -1.402  -0.188
F3 -1.356 -3.384 -1.375  -0.174

As for the relative energy (zero: lowest compared OMol25 entry of this formula, charge and spin): 1.5464 eV. As for the largest force on an atom: 0.46 eV Å⁻¹. Its HOMO-LUMO gap is 5.3 eV.

***

[6]
This record from OMol25 describes a 6-piece molecular cluster, C17H28F7N7O10 overall. The level of theory is ωB97M-V/def2-TZVPD.

Each line ends with the Löwdin charge.
Element x y z (Å)
C1 -5.036 3.041 1.335  -0.105
C2 -3.996 2.610 0.311  -0.265
C3 -4.233 1.196 -0.228  -0.209
C4 -2.937 0.621 -0.780  -0.193
C5 -3.082 -0.822 -1.275  -0.122
C6 -2.003 -1.773 -0.685  -0.277
C7 -2.352 -3.095 -1.206  -0.188
N1 -2.677 -4.120 -1.602  0.233
C8 -2.119 -1.712 0.878  -0.084
C9 -2.454 -2.970 1.535  -0.214
N2 -2.756 -3.934 2.076  0.175
C10 -0.594 -1.321 -1.178  -0.349
F1 -0.736 -0.623 -2.339  0.139
F2 -0.034 -0.469 -0.268  0.105
C11 0.503 -2.391 -1.502  -0.320
F3 0.145 -3.113 -2.582  0.160
F4 1.621 -1.675 -1.810  0.134
C12 0.909 -3.360 -0.336  -0.516
F5 0.677 -2.777 0.848  0.174
F6 2.221 -3.627 -0.428  0.161
F7 0.238 -4.505 -0.390  0.190
H1 -4.739 3.973 1.809  0.070
H2 -6.001 3.204 0.862  0.071
H3 -5.120 2.282 2.107  0.070
H4 -3.013 2.598 0.775  0.082
H5 -3.958 3.311 -0.522  0.111
H6 -4.582 0.587 0.609  0.110
H7 -4.987 1.189 -1.013  0.118
H8 -2.152 0.697 -0.033  0.088
H9 -2.650 1.249 -1.623  0.128
H10 -4.033 -1.228 -0.934  0.136
H11 -3.083 -0.907 -2.353  0.084
H12 -2.888 -1.002 1.162  0.113
H13 -1.194 -1.373 1.331  0.109
C13 0.123 1.638 2.819  0.059
N3 -1.326 1.888 3.047  -0.434
O1 -1.655 2.891 3.632  0.095
O2 -2.097 1.041 2.630  0.037
H14 0.693 2.454 3.241  0.055
H15 0.363 0.699 3.308  0.107
H16 0.271 1.555 1.745  0.098
C14 -5.503 -1.833 -5.643  0.052
N4 -4.564 -1.182 -4.690  -0.444
O3 -5.000 -0.322 -3.954  0.065
O4 -3.413 -1.563 -4.709  0.066
H17 -6.484 -1.394 -5.508  0.094
H18 -5.119 -1.657 -6.643  0.101
H19 -5.504 -2.895 -5.418  0.103
C15 5.190 -3.241 -0.746  0.038
N5 6.530 -3.007 -1.351  -0.451
O5 6.977 -3.862 -2.083  0.076
O6 7.090 -1.967 -1.073  0.047
H20 4.819 -4.192 -1.105  0.092
H21 5.316 -3.241 0.332  0.105
H22 4.546 -2.423 -1.050  0.093
C16 7.802 1.270 0.459  0.050
N6 6.407 1.652 0.812  -0.452
O7 6.174 2.828 1.002  0.051
O8 5.591 0.760 0.882  0.065
H23 8.401 2.172 0.440  0.093
H24 8.152 0.573 1.213  0.103
H25 7.769 0.789 -0.514  0.094
C17 4.267 4.434 3.583  0.050
N7 2.871 3.998 3.863  -0.444
O9 2.705 2.869 4.278  0.054
O10 1.986 4.796 3.648  0.073
H26 4.931 3.611 3.819  0.092
H27 4.316 4.701 2.533  0.098
H28 4.463 5.301 4.206  0.100

The SMILES is CCCCC[C@](C#N)(CC#N)C(F)(F)C(F)(F)C(F)(F)F.C[N+](=O)[O-].C[N+](=O)[O-].C[N+](=O)[O-].C[N+](=O)[O-].C[N+](=O)[O-]. As for the largest force on an atom: 0.73 eV Å⁻¹. Its HOMO-LUMO gap is 11.1 eV.

***

no.,E_LUMO (eV)
1,1.61
2,1.40
3,0.55
4,0.94
5,-0.57
6,-0.04